(1)
Molecular formula: C22H40Br2I2O8
Method: DFT, ωB97M-V with the def2-TZVPD basis set

XYZ file:
```
74
Properties=species:S:1:pos:R:3:mulliken_charge:R:1
C -0.9762 -3.2703 -2.3515 -1.630
C -1.3384 -1.9792 -3.0243 0.745
Br -3.1961 -1.5840 -2.9042 -0.133
C -0.4915 -1.1370 -3.6425 0.224
Br 1.3573 -1.5556 -3.7043 -0.121
C -0.8318 0.1693 -4.2904 -0.796
O -0.4246 1.2855 -3.5395 -0.459
C -1.0197 1.3906 -2.2597 1.381
C -1.8292 2.6880 -2.1670 -1.027
C -3.3134 2.4291 -2.4786 -0.604
C -4.0782 2.1163 -1.2057 -1.069
I -5.9858 1.2234 -1.6170 -0.033
C 0.0572 1.2981 -1.2024 -1.213
O 1.0355 2.2923 -1.4401 -0.315
C 2.0748 2.2448 -0.5308 -0.816
I 3.8893 1.5082 -1.4429 -0.064
H -0.1586 -3.7674 -2.8507 0.314
H -0.6625 -3.0372 -1.3353 0.292
H -1.8537 -3.9030 -2.2989 0.528
H -0.2737 0.2234 -5.2225 0.419
H -1.8861 0.1958 -4.5540 0.293
H -1.7019 0.5638 -2.0598 -0.066
H -1.7574 3.0586 -1.1474 0.315
H -1.4430 3.3970 -2.8884 0.377
H -3.7717 3.2734 -2.9867 0.471
H -3.4254 1.5769 -3.1469 0.307
H -4.2672 3.0219 -0.6452 0.494
H -3.5467 1.3879 -0.6060 0.398
H -0.3648 1.3799 -0.2010 0.527
H 0.5221 0.3077 -1.2885 0.424
H 2.2807 3.2389 -0.1550 0.381
H 1.8440 1.6141 0.3169 0.473
C -0.0609 6.6796 2.5884 -0.994
C -0.9391 5.5292 3.0332 -0.416
O -0.6433 4.3230 2.3236 -0.407
C 0.3425 3.4849 2.6857 0.856
C 1.3210 3.8893 3.7594 -0.827
O 0.4447 2.4423 2.0946 -0.563
H 0.9916 6.4877 2.7960 0.274
H -0.3487 7.5970 3.1018 0.373
H -0.1603 6.8346 1.5142 0.304
H -0.8901 5.3616 4.1098 0.365
H -1.9792 5.7431 2.7940 0.355
H 2.2101 4.3043 3.2869 0.259
H 1.6101 3.0042 4.3158 0.107
H 0.9319 4.6084 4.4750 0.295
C 4.9436 -0.9289 6.3717 -0.944
C 5.1313 0.2596 7.2912 -0.414
O 4.7319 1.4855 6.6728 -0.360
C 3.4621 1.9214 6.6571 0.766
C 2.3521 1.0101 7.1299 -1.012
O 3.2341 3.0129 6.2135 -0.554
H 3.8955 -1.0795 6.1132 0.272
H 5.3123 -1.8380 6.8467 0.347
H 5.4903 -0.7743 5.4420 0.302
H 4.6231 0.1296 8.2479 0.363
H 6.1884 0.3931 7.5121 0.304
H 1.9169 0.5162 6.2619 0.265
H 1.5892 1.6237 7.6022 0.320
H 2.6634 0.2559 7.8479 0.363
C -1.4562 -5.6074 -6.0602 -1.030
C -0.7691 -6.1142 -4.8091 -0.252
O -1.7069 -6.4889 -3.7988 -0.339
C -2.2964 -7.7003 -3.7504 0.712
C -2.1323 -8.6552 -4.9116 -0.928
O -2.9734 -7.9726 -2.8014 -0.564
H -2.0682 -6.3796 -6.5264 0.321
H -0.7193 -5.2681 -6.7884 0.366
H -2.1141 -4.7735 -5.8143 0.288
H -0.0742 -6.9294 -5.0168 0.368
H -0.1849 -5.3109 -4.3666 0.157
H -2.9976 -8.5563 -5.5650 0.257
H -2.1083 -9.6666 -4.5148 0.306
H -1.2273 -8.5047 -5.4949 0.324
```

Properties
LUMO level (hartree): 0.0181
Orbital gap (eV): 9.37
Energy (Ha): -7207.572261
Structure (SMILES): C/C(Br)=C(\Br)CO[C@H](CCCI)COCI.CCOC(C)=O.CCOC(C)=O.CCOC(C)=O

---

(2)
Molecular formula: C22H40Br6O14
Method: DFT, ωB97M-V with the def2-TZVPD basis set

XYZ file:
```
82
Properties=species:S:1:pos:R:3:mulliken_charge:R:1
C 2.1473 -3.0315 0.8464 -1.318
C 3.0537 -3.9218 0.0179 0.432
C 4.4564 -4.0334 0.7090 -0.450
O 4.5912 -5.4115 0.9962 -0.360
C 3.5201 -6.0948 0.5733 0.596
O 3.4483 -7.2752 0.6266 -0.539
O 2.5844 -5.2544 0.1032 -0.328
H 2.4891 -1.9961 0.8749 0.453
H 2.1601 -3.3716 1.8861 0.320
H 1.1195 -3.1525 0.4932 0.174
H 3.1654 -3.5100 -0.9840 0.384
H 4.5948 -3.4013 1.5820 0.286
H 5.2117 -3.7313 -0.0197 0.293
C -0.8379 -0.6351 3.3040 -1.010
C 0.6535 -0.8296 3.5762 1.168
C 1.3680 0.0057 4.6394 -0.287
O 2.0616 -0.9261 5.4295 -0.361
C 1.7389 -2.1954 5.0729 0.601
O 2.2154 -3.1793 5.5216 -0.523
O 0.8060 -2.1588 4.1125 -0.398
H -1.2051 -1.4539 2.6874 0.359
H -0.8813 0.2225 2.6201 -0.132
H -1.4455 -0.4720 4.1888 0.389
H 1.1891 -0.8510 2.6243 -0.309
H 0.6988 0.6324 5.2409 0.178
H 2.0617 0.7341 4.2114 0.313
C -3.4107 2.5180 4.9273 -1.208
C -3.0570 3.3375 3.7093 0.269
C -1.5539 3.3476 3.3664 -0.117
O -1.5048 2.9242 2.0105 -0.155
C -2.7343 2.5168 1.6166 0.484
O -2.9466 1.9824 0.5718 -0.525
O -3.6592 2.7646 2.5263 -0.426
H -2.9857 1.5174 4.8373 0.175
H -4.4861 2.4048 5.0428 0.365
H -2.9768 3.0525 5.7747 0.381
H -3.4555 4.3512 3.7725 0.352
H -1.0543 2.6450 4.0369 -0.003
H -1.1411 4.3444 3.5010 0.336
C -0.4873 3.4485 -3.5237 -1.448
C -1.6489 3.8613 -2.6366 0.840
C -1.1497 4.4193 -1.3049 -0.038
O -1.2402 5.8300 -1.4792 -0.389
C -1.9380 6.1247 -2.5921 0.556
O -2.2180 7.2302 -2.9110 -0.546
O -2.3516 4.9988 -3.2027 -0.459
H -0.9158 3.0027 -4.4233 0.408
H 0.1594 2.7090 -3.0548 0.135
H 0.1427 4.2870 -3.8271 0.503
H -2.4198 3.0967 -2.6352 0.201
H -0.1439 4.0544 -1.1121 0.190
H -1.7849 4.1963 -0.4441 -0.067
Br -2.1568 -4.9499 -0.2785 -0.160
C -1.6776 -4.6974 -2.1494 -0.269
C -0.3180 -5.3506 -2.3107 -0.360
Br 0.2404 -5.3137 -4.1947 -0.152
H -1.6396 -3.6277 -2.3066 0.111
H -2.4167 -5.2344 -2.7332 0.397
H -0.2657 -6.3639 -1.9283 0.465
H 0.4273 -4.7709 -1.7695 -0.062
Br 0.8801 -0.8501 -2.8742 -0.118
C -0.6908 -0.3059 -1.7934 0.235
C -0.2491 -0.1978 -0.3542 0.382
Br 0.9103 1.3855 -0.0966 -0.144
H -1.5127 -0.9945 -1.9501 0.522
H -0.9143 0.6872 -2.1698 -0.536
H 0.3153 -1.0572 -0.0049 -0.414
H -1.1316 -0.0584 0.2700 0.180
Br 4.9209 -0.8024 -2.6404 -0.151
C 3.9157 0.8717 -3.0267 -0.276
C 3.5850 0.8884 -4.4948 -0.495
Br 2.3962 2.4084 -4.9205 -0.125
H 4.4829 1.7211 -2.6444 0.469
H 3.0431 0.9220 -2.3770 -0.084
H 3.0339 -0.0199 -4.7213 0.275
H 4.4593 0.9575 -5.1317 0.404
O -2.3889 0.8488 -4.2606 -0.591
H -3.0546 1.3002 -4.7903 0.309
H -2.8052 0.7271 -3.3735 0.286
O -3.5489 0.7054 -1.7882 -0.554
H -3.4824 1.2945 -1.0110 0.468
H -4.3611 0.2031 -1.6561 0.242
```

Properties
LUMO level (hartree): -0.0068
Orbital gap (eV): 10.13
Energy (Ha): -17359.809666
ΔE to the lowest compared entry with this formula, charge and spin (eV): 0.000
Structure (SMILES): C[C@H]1COC(=O)O1.C[C@H]1COC(=O)O1.C[C@H]1COC(=O)O1.C[C@H]1COC(=O)O1.BrCCBr.BrCCBr.BrCCBr.O.O

---

(3)
Molecular formula: C22H40FIN3O9S
Method: DFT, ωB97M-V with the def2-TZVPD basis set

XYZ file:
```
77
Properties=species:S:1:pos:R:3:mulliken_charge:R:1
C 0.4744 0.9006 0.6455 1.022
C 0.6551 1.7923 -0.1783 -2.123
C 1.0852 2.9994 -1.0019 1.016
C 0.0028 4.0177 -1.2705 0.136
C -1.4769 3.8659 -0.7482 -1.513
C -2.4828 3.4837 -1.9253 0.297
O -2.0885 3.3569 -3.0667 -0.412
I -4.5915 3.1913 -1.4884 0.097
C 0.3603 5.2642 -2.0638 0.846
C -0.7572 6.3496 -2.3781 0.230
O -1.2318 6.4934 -3.4748 -0.428
O -1.1801 7.1449 -1.2853 -0.221
N -0.1389 7.2039 -0.3499 -0.423
C 1.7898 5.3826 -2.5296 -0.764
C 2.7718 4.3106 -2.1828 0.473
N 4.1422 4.5275 -2.6361 -0.472
N 2.4262 3.1199 -1.4472 0.207
S 3.7234 2.0063 -1.2173 1.230
O 4.3633 1.6138 -2.4768 -0.518
O 4.7216 2.7198 -0.4050 -0.568
F 3.3445 0.6410 -0.4252 -0.150
H 0.3294 0.1550 1.4731 0.619
H -1.7937 4.9036 -0.3830 0.398
H -1.5718 3.1668 0.1398 0.521
H -0.2455 6.4458 0.3375 0.220
H -0.2346 8.1052 0.1377 0.301
H 2.0862 6.2869 -3.1294 0.444
H 4.1039 5.2288 -3.3950 0.255
H 4.5974 5.0115 -1.8402 0.302
C 0.5493 -3.1831 1.9364 -1.060
C 0.5100 -3.1129 3.4536 0.354
C -0.1720 -4.3342 4.0481 -0.997
O -0.1910 -1.9332 3.8544 -0.591
H -0.4632 -3.2155 1.5207 0.300
H 1.0330 -2.2917 1.5257 0.126
H 1.0942 -4.0655 1.5938 0.402
H 1.5279 -3.0343 3.8437 0.312
H -1.2082 -4.4089 3.7071 0.161
H -0.2030 -4.2637 5.1377 0.307
H 0.3521 -5.2523 3.7721 0.308
H -1.0930 -1.9947 3.5139 0.361
C -1.8147 -7.7113 2.3396 -1.056
C -1.8541 -7.6385 3.8585 0.513
C -2.5330 -8.8620 4.4535 -1.428
O -2.5562 -6.4641 4.2590 -0.484
H -2.8268 -7.7475 1.9253 0.221
H -1.3342 -6.8207 1.9250 0.219
H -1.2669 -8.5940 2.0003 0.404
H -0.8361 -7.5569 4.2490 0.309
H -3.5695 -8.9375 4.1107 0.323
H -2.5643 -8.7911 5.5434 0.337
H -2.0068 -9.7792 4.1778 0.396
H -3.4598 -6.5268 3.9184 0.364
C -6.1781 -5.8179 0.5070 -1.274
C -6.3990 -5.9374 2.0066 0.268
C -7.2573 -4.7981 2.5324 -1.279
O -5.1368 -5.9291 2.6749 -0.453
H -5.6566 -4.8867 0.2628 0.332
H -5.5509 -6.6363 0.1451 0.308
H -7.1264 -5.8386 -0.0345 0.397
H -6.8787 -6.8928 2.2319 0.277
H -6.7729 -3.8321 2.3574 0.341
H -7.3983 -4.8906 3.6119 0.316
H -8.2381 -4.7884 2.0515 0.398
H -4.7029 -5.0875 2.4823 0.273
C 7.0190 5.7646 -5.8413 -1.328
C 6.0324 6.7337 -5.2105 0.507
C 6.5627 8.1578 -5.2338 -1.384
O 5.7796 6.3414 -3.8559 -0.527
H 7.9662 5.7610 -5.2934 0.335
H 6.6299 4.7438 -5.8075 0.327
H 7.2194 6.0277 -6.8819 0.393
H 5.0797 6.6877 -5.7448 0.249
H 7.4944 8.2361 -4.6651 0.362
H 5.8489 8.8414 -4.7674 0.341
H 6.7495 8.4923 -6.2563 0.389
H 6.6166 6.3786 -3.3743 0.314
```

Properties
LUMO level (hartree): -0.2027
Orbital gap (eV): 5.68
Energy (Ha): -2498.909022
Total charge: +1